one) {
  "formula": "C4H7NOS2",
  "method": "ωB97M-V/def2-TZVPD",
  "elements": ["S", "S", "O", "N", "C", "C", "C", "C", "H", "H", "H", "H", "H", "H", "H"],
  "positions_angstrom": [[-0.49306, 0.98082, -0.00571], [4.29661, -0.37601, -0.00282], [1.28776, -0.96356, -0.01082], [3.47233, 1.07587, -0.00567], [-1.49509, -0.53588, -0.00890], [1.11589, 0.24289, -0.00292], [-2.97908, -0.17643, -0.00538], [2.20361, 1.26907, -0.01184], [-3.24862, 0.42398, 0.89676], [-1.24322, -1.12236, -0.88455], [-1.25858, -1.13316, 0.88843], [1.88960, 2.32214, 0.01323], [-3.57753, -1.09877, 0.00183], [3.26287, -1.29476, 0.01959], [-3.23349, 0.38616, -0.88123]],
  "lumo_energy_ev": -0.35,
  "multiplicity": 1,
  "charge": 0,
  "e_homo_ev": -9.157,
  "smiles": "CCSC(=O)/C=N\\S",
  "gap_ev": 8.811
}


two) {
  "formula": "C4H7NOS2",
  "method": "ωB97M-V/def2-TZVPD",
  "elements": ["S", "S", "O", "N", "C", "C", "C", "C", "H", "H", "H", "H", "H", "H", "H"],
  "positions_angstrom": [[-0.97308, -0.19855, 1.11953], [1.41253, 1.38106, 0.27678], [-0.63789, -1.27609, -1.28841], [0.93333, 0.24891, -0.75870], [-0.08787, -0.35361, -0.39787], [-2.36501, -1.33775, 0.66981], [3.04215, 1.88167, -0.43004], [-1.90423, -1.74200, -0.71568], [-2.75460, -1.47271, -1.59540], [-1.97761, -2.95012, -0.72237], [-2.34265, -2.18472, 1.60045], [2.85096, 2.03758, -1.70757], [-3.37531, -0.96348, 0.91782], [4.21205, 1.29583, -0.21270], [2.81562, 3.09400, 0.23982]],
  "lumo_energy_ev": 0.50,
  "multiplicity": 1,
  "charge": 0,
  "e_homo_ev": -7.882,
  "gap_ev": 8.381
}


Relative energies with respect to the most stable structure, expressed in kJ/mol: one) 0.0; two) 402.0.


one) {
  "formula": "C3H6O2P",
  "method": "ωB97M-V/def2-TZVPD",
  "elements": ["P", "O", "O", "C", "C", "C", "H", "H", "H", "H", "H", "H"],
  "positions_angstrom": [[1.61829, 0.05982, 0.19634], [3.03476, -0.35647, 0.45047], [1.40453, 1.32564, -0.55032], [-1.71371, -0.08159, -0.04981], [-1.61545, 1.18404, 0.18494], [0.73607, -1.32780, -0.53247], [0.95143, 0.10964, 1.43447], [-2.47354, 1.83395, 0.38652], [0.58069, -1.36849, -1.59509], [-0.64714, 1.66336, 0.17038], [0.62902, -2.24354, 0.02217], [-2.50496, -0.79854, -0.11762]],
  "lumo_energy_ev": [3.85, 4.04],
  "multiplicity": 1,
  "charge": -1,
  "e_homo_ev": [-4.180, -4.674],
  "gap_ev": [8.030, 8.714]
}


two) {
  "formula": "C3H6O2P",
  "method": "ωB97M-V/def2-TZVPD",
  "elements": ["P", "O", "O", "C", "C", "C", "H", "H", "H", "H", "H", "H"],
  "positions_angstrom": [[-0.05861, -0.60584, 0.55906], [2.13783, -2.01640, 1.16926], [-1.36909, -1.28649, 0.60939], [0.31643, 0.07047, -1.07549], [-0.38469, -0.32894, -2.13094], [-0.09892, 0.91729, 1.63390], [1.22576, 0.64137, -1.17576], [-1.04637, 1.42301, 1.44756], [-0.05799, 0.60380, 2.67562], [-1.26828, -0.92805, -1.98091], [-0.13672, -0.05998, -3.14939], [0.74064, 1.56976, 1.41770]],
  "lumo_energy_ev": [3.61, 3.95],
  "multiplicity": 1,
  "charge": -1,
  "e_homo_ev": [-3.600, -2.929],
  "gap_ev": [7.206, 6.879]
}


Relative energies with respect to the most stable structure, expressed in kJ/mol: one) 0.0; two) 136.3.


one) {
  "formula": "C7H9N3O3",
  "method": "ωB97M-V/def2-TZVPD",
  "elements": ["O", "O", "O", "N", "N", "N", "C", "C", "C", "C", "C", "C", "C", "H", "H", "H", "H", "H", "H", "H", "H", "H"],
  "positions_angstrom": [[-2.50597, -1.88551, 0.73442], [-1.64906, -0.36494, 2.07722], [1.17451, 0.10647, -1.31298], [-1.43422, -1.17846, 1.11796], [-1.12843, 0.04662, -1.90047], [-0.29946, -2.46038, -0.49337], [1.87098, -0.06335, -0.14778], [0.30180, 1.49150, 1.12295], [-0.19645, 0.38866, -1.16444], [1.42040, 0.60468, 1.08002], [-0.39082, 1.41017, -0.05646], [-0.28496, -1.38262, 0.48540], [1.08497, -0.90174, 0.88088], [-0.15929, -3.49253, -0.25969], [0.08509, -2.23564, -1.40124], [-0.82688, -0.48919, -2.67449], [2.94497, -0.15312, -0.28236], [-3.22516, -1.42873, 1.31687], [0.22390, 2.45453, 1.59008], [-1.04962, 2.32758, -0.28891], [2.20987, 0.77872, 1.92468], [1.60188, -1.49231, 1.60780]],
  "lumo_energy_ev": 0.57,
  "multiplicity": 1,
  "charge": 0,
  "e_homo_ev": -8.483,
  "smiles": "[H]/N=C1/C=C[C@@H]2[C@H](O1)[C@@H]2/C(N)=[N+](\\[O-])O",
  "gap_ev": 9.055
}


two) {
  "formula": "C7H9N3O3",
  "method": "ωB97M-V/def2-TZVPD",
  "elements": ["O", "O", "O", "N", "N", "N", "C", "C", "C", "C", "C", "C", "C", "H", "H", "H", "H", "H", "H", "H", "H", "H"],
  "positions_angstrom": [[3.61777, 1.58791, 0.30952], [-1.86900, 1.67016, -0.07981], [0.09889, 0.77449, -1.41667], [-0.95367, 0.74010, 0.71811], [-1.77351, -0.33308, 1.05047], [2.93412, -0.54710, 0.01230], [-2.91807, -0.34893, 0.19558], [1.26388, 1.15234, 0.69308], [1.87070, -1.38958, -0.20543], [0.20513, 0.43650, -0.11408], [0.56479, -1.07256, -0.12158], [2.68074, 0.81784, 0.20548], [-2.96231, 0.83271, -0.42534], [3.84999, -0.73315, -0.48770], [-2.09342, -0.11117, 2.05838], [-0.09766, -1.87805, -0.61154], [-3.68368, 1.37533, -1.14256], [1.15286, 0.67672, 1.66217], [2.02112, -2.41260, -0.57265], [-3.50028, -1.15606, 0.12195], [-0.65837, 1.46196, -1.64956], [1.13700, 2.24287, 0.81590]],
  "lumo_energy_ev": 0.73,
  "multiplicity": 1,
  "charge": 0,
  "e_homo_ev": -8.656,
  "smiles": "O=C1C[C@](O)(N2NC=CO2)C=CN1",
  "gap_ev": 9.384
}


Relative energies with respect to the most stable structure, expressed in kJ/mol: one) 208.6; two) 0.0.


one) {
  "formula": "C4H9BO2",
  "method": "ωB97M-V/def2-TZVPD",
  "elements": ["O", "O", "C", "C", "C", "C", "B", "H", "H", "H", "H", "H", "H", "H", "H", "H"],
  "positions_angstrom": [[0.51205, 1.29201, 0.24297], [1.61189, -1.26185, -0.36780], [2.52950, -0.20502, -0.47738], [-1.59269, 0.24367, -0.14859], [-0.74837, 1.22376, 0.70592], [-1.22505, -1.19557, -0.01240], [0.38036, -1.32501, -0.07313], [-2.71141, 0.41448, 0.08998], [2.21735, 0.44777, -1.33873], [2.32976, 0.53527, 0.26401], [-1.72620, -1.71587, -0.76466], [-1.28727, 2.22755, 0.75699], [-0.77577, 0.97564, 1.81160], [-1.57298, -1.66697, 1.03735], [-1.54893, 0.42670, -1.17416], [3.60777, -0.41657, -0.55196]],
  "lumo_energy_ev": -0.15,
  "multiplicity": 1,
  "charge": 0,
  "e_homo_ev": -7.255,
  "gap_ev": 7.102
}


two) {
  "formula": "C4H9BO2",
  "method": "ωB97M-V/def2-TZVPD",
  "elements": ["O", "O", "C", "C", "C", "C", "B", "H", "H", "H", "H", "H", "H", "H", "H", "H"],
  "positions_angstrom": [[0.53813, 2.96762, 0.70712], [0.76159, 1.40550, 2.50410], [-0.29230, 0.94867, -1.72949], [0.19712, -0.78939, 0.54045], [0.19053, 0.50235, 0.27667], [-0.06663, -1.92305, -0.39434], [0.50619, 1.70295, 1.19732], [-1.22372, 0.44079, -1.88977], [0.96525, 2.13989, 3.08586], [-0.36286, 2.02024, -1.68493], [0.76581, 3.65623, 1.33279], [-0.18573, -1.56842, -1.40986], [0.55535, 0.57561, -2.27344], [0.75641, -2.63534, -0.35346], [-0.97164, -2.44947, -0.09402], [0.42348, -1.09140, 1.56142]],
  "lumo_energy_ev": 0.33,
  "multiplicity": 1,
  "charge": 0,
  "e_homo_ev": -9.120,
  "gap_ev": 9.451
}


Relative energies with respect to the most stable structure, expressed in kJ/mol: one) 367.6; two) 0.0.


one) {
  "formula": "C4H7BrN3S",
  "method": "ωB97M-V/def2-TZVPD",
  "elements": ["Br", "S", "N", "N", "N", "C", "C", "C", "C", "H", "H", "H", "H", "H", "H", "H"],
  "positions_angstrom": [[-3.90635, -0.46089, 0.24153], [-1.74818, 1.57782, -0.75678], [2.12833, -2.29468, -0.31044], [0.09773, 3.08940, 0.36144], [-1.20616, -1.04021, -0.01800], [-2.09688, -0.18630, -0.13730], [0.82400, -2.15818, -0.08170], [-0.58901, 1.97186, 0.38329], [0.11042, -1.01217, -0.27378], [0.74805, 3.33034, 1.09601], [-0.06635, 3.77835, -0.36277], [0.30095, -3.02262, 0.30420], [-0.39878, 1.28240, 1.19982], [2.65488, -1.54105, -0.72597], [2.56885, -3.19358, -0.23348], [0.57847, -0.12048, -0.68607]],
  "lumo_energy_ev": -4.45,
  "multiplicity": 1,
  "charge": 1,
  "e_homo_ev": -11.541,
  "gap_ev": 7.092
}


two) {
  "formula": "C4H7BrN3S",
  "method": "ωB97M-V/def2-TZVPD",
  "elements": ["Br", "S", "N", "N", "N", "C", "C", "C", "C", "H", "H", "H", "H", "H", "H", "H"],
  "positions_angstrom": [[-0.55752, -0.11054, -3.74276], [0.21553, -2.47818, 0.19843], [-0.38668, -0.29447, -1.47282], [-0.13589, 2.98366, 0.00477], [0.60151, -2.22399, 2.73739], [0.16033, 1.84790, -0.60511], [-0.00662, -1.48043, -1.19980], [0.51088, -1.53391, 1.64957], [-0.74143, 0.84173, -0.84791], [1.19304, 1.70331, -0.89740], [0.14431, -2.12882, -2.05779], [-1.08168, 3.18262, 0.29562], [0.57366, 3.67714, 0.18082], [0.48104, -3.22982, 2.83469], [-1.80151, 0.97435, -0.66977], [0.83102, -1.73055, 3.59207]],
  "lumo_energy_ev": [-5.95, -5.95],
  "multiplicity": 1,
  "charge": 1,
  "e_homo_ev": [-12.361, -12.361],
  "gap_ev": [6.416, 6.415]
}


Relative energies with respect to the most stable structure, expressed in kJ/mol: one) 0.0; two) 269.0.


one) {
  "formula": "BH20NO6",
  "method": "ωB97M-V/def2-TZVPD",
  "elements": ["O", "O", "O", "O", "O", "O", "N", "B", "H", "H", "H", "H", "H", "H", "H", "H", "H", "H", "H", "H", "H", "H", "H", "H", "H", "H", "H", "H"],
  "positions_angstrom": [[-1.71351, 1.68985, 1.39244], [2.33258, -1.25366, -1.56448], [0.88786, 2.99798, -3.46092], [0.84244, 2.51584, -1.08572], [-3.20353, -1.01567, -2.16341], [-0.46631, -3.04547, 1.16020], [-0.57799, -0.30093, -0.96590], [1.47038, -0.89918, 3.77754], [-2.27805, 0.89730, 1.49451], [-0.63524, -1.40375, -1.17408], [0.85659, -0.69955, 2.67533], [2.18422, 0.03051, 4.00259], [-3.56028, -0.82689, -3.07110], [0.34245, -0.01987, -1.32299], [-2.43782, 2.36452, 1.05076], [-1.27652, 0.26324, -1.14053], [-3.69679, -0.36829, -1.72430], [0.73944, 2.57228, -2.68222], [0.08175, -2.75088, 1.90423], [0.28188, 3.19827, -0.81445], [-0.28187, -0.05010, 0.05897], [2.24508, -2.24713, -1.54811], [0.87441, -0.98603, 4.76478], [2.56107, -1.11267, -0.58444], [1.81920, 3.27768, -3.32914], [1.76832, 2.52648, -0.74645], [2.11935, -1.87901, 3.62972], [-1.27911, -3.47488, 1.46717]],
  "lumo_energy_ev": -0.97,
  "multiplicity": 1,
  "charge": 0,
  "e_homo_ev": -7.230,
  "gap_ev": 6.263
}


two) {
  "formula": "BH20NO6",
  "method": "ωB97M-V/def2-TZVPD",
  "elements": ["O", "O", "O", "O", "O", "O", "N", "B", "H", "H", "H", "H", "H", "H", "H", "H", "H", "H", "H", "H", "H", "H", "H", "H", "H", "H", "H", "H"],
  "positions_angstrom": [[0.44589, 2.31414, 3.11907], [2.94689, -0.28786, -1.95693], [-1.80311, 2.68814, -1.01793], [-2.83311, -0.01386, -1.13493], [3.22989, 2.12414, 0.55907], [-1.50511, -1.42686, 1.66007], [0.31589, 0.63614, 0.18107], [-0.75011, -3.65886, -0.78993], [2.89889, 0.25614, -2.85293], [-0.57211, -2.37786, -0.77393], [-0.08911, -4.20586, -1.74893], [0.44789, 3.32014, 3.18207], [-2.45411, 1.93914, -1.35593], [3.89289, 1.74714, 0.14407], [0.41189, 1.58114, 0.15607], [-2.39611, -1.79086, 2.02407], [-1.08911, 2.92814, -1.74893], [-2.58411, -0.36386, -2.00293], [-0.55611, 0.25014, -0.17893], [-1.92211, -4.00686, -0.74293], [-1.36911, -1.92286, 0.88807], [3.69689, 2.24914, 1.32907], [1.25589, 0.37714, -0.22693], [0.52889, 0.34014, 1.10607], [-0.36911, 2.21814, 3.72507], [-0.29111, -3.95286, 0.38907], [3.69289, -0.17686, -1.32593], [-3.18111, -0.78386, -0.60493]],
  "lumo_energy_ev": -0.53,
  "multiplicity": 1,
  "charge": 0,
  "e_homo_ev": -7.417,
  "gap_ev": 6.884
}


Relative energies with respect to the most stable structure, expressed in kJ/mol: one) 48.8; two) 0.0.


one) {
  "formula": "C2H2BrClO",
  "method": "ωB97M-V/def2-TZVPD",
  "elements": ["Br", "Cl", "O", "C", "C", "H", "H"],
  "positions_angstrom": [[-0.11757, 2.36572, 2.20962], [-0.48689, -1.11484, -1.88021], [0.38247, 0.72569, 1.67162], [-0.11020, -0.74845, -0.24886], [0.00200, 0.49634, 0.18362], [-0.32174, 1.32932, -0.38230], [0.20492, -1.52189, 0.42002]],
  "lumo_energy_ev": -0.39,
  "multiplicity": 1,
  "charge": 0,
  "e_homo_ev": -9.517,
  "smiles": "Cl/C=C/OBr",
  "gap_ev": 9.132
}


two) {
  "formula": "C2H2BrClO",
  "method": "ωB97M-V/def2-TZVPD",
  "elements": ["Br", "Cl", "O", "C", "C", "H", "H"],
  "positions_angstrom": [[2.94198, -0.01727, 0.12815], [-2.66069, 0.16896, 0.24208], [1.23366, -0.34528, -0.43572], [0.16379, -0.31366, 0.27051], [-0.98793, 0.40967, -0.30853], [0.14254, -0.91419, 1.19484], [-0.83335, 1.01177, -1.09134]],
  "lumo_energy_ev": -1.12,
  "multiplicity": 1,
  "charge": 0,
  "e_homo_ev": -8.791,
  "smiles": "Cl/C=C/OBr",
  "gap_ev": 7.672
}


Relative energies with respect to the most stable structure, expressed in kJ/mol: one) 0.0; two) 47.6.


one) {
  "formula": "C5H9NO2S",
  "method": "ωB97M-V/def2-TZVPD",
  "elements": ["S", "O", "O", "N", "C", "C", "C", "C", "C", "H", "H", "H", "H", "H", "H", "H", "H", "H"],
  "positions_angstrom": [[-0.10265, 2.30917, 1.85658], [-0.27873, 1.97471, 0.47236], [1.23927, 2.73537, 2.19920], [-2.61875, -0.07051, 1.39568], [-1.22878, -1.67489, 0.04792], [3.37489, -0.16458, -0.88580], [2.59822, 0.88882, -1.30160], [-3.51662, -0.57097, 0.64817], [-2.18816, -0.53527, 0.06494], [-1.92478, 0.29683, -0.73887], [3.35097, -1.16225, -1.28442], [-1.04140, -2.12716, 0.99315], [-0.34413, -1.31781, -0.41001], [-1.64849, -2.44606, -0.62249], [4.06217, -0.15517, -0.00979], [-4.49431, -0.73888, 0.47103], [1.98400, 0.96032, -2.23646], [2.77727, 1.79832, -0.65959]],
  "lumo_energy_ev": -1.00,
  "multiplicity": 1,
  "charge": 0,
  "e_homo_ev": -9.801,
  "gap_ev": 8.803
}


two) {
  "formula": "C5H9NO2S",
  "method": "ωB97M-V/def2-TZVPD",
  "elements": ["S", "O", "O", "N", "C", "C", "C", "C", "C", "H", "H", "H", "H", "H", "H", "H", "H", "H"],
  "positions_angstrom": [[-2.80622, -1.10534, -0.42455], [2.31034, 0.62692, -0.58062], [-0.12500, 2.76550, -0.29447], [-1.73375, 1.30101, 0.58400], [1.32536, -0.12825, 0.19112], [-0.55757, 1.70377, -0.01288], [-1.50701, -0.14665, 0.49569], [-0.14806, 0.20886, -0.27679], [1.57931, -1.67045, -0.00929], [-2.50433, 1.86371, 0.98577], [2.62785, -1.66492, 0.37666], [2.22955, 1.60944, -0.28969], [-1.24573, -0.67996, 1.36424], [-0.26143, 0.05925, -1.31121], [-3.07886, -0.28472, -1.35886], [0.86426, -2.41045, 0.33492], [1.42003, -0.00117, 1.25821], [1.61125, -2.04655, -1.03225]],
  "lumo_energy_ev": 0.73,
  "multiplicity": 1,
  "charge": 0,
  "e_homo_ev": -9.468,
  "smiles": "C[C@@H](O)[C@@H]1C(=O)N[C@H]1S",
  "gap_ev": 10.194
}


Relative energies with respect to the most stable structure, expressed in kJ/mol: one) 288.1; two) 0.0.